{
  "formula": "C3H5EuO3",
  "method": "ωB97M-V/def2-TZVPD",
  "gap_ev": [7.46, 7.60],
  "e_above_lowest_kj_mol": 501.29,
  "charge": 1,
  "spin_multiplicity": 8,
  "e_homo_ev": [-12.48, -12.49],
  "total_energy_ev": -28650.473,
  "lumo_ev": [-5.02, -4.90],
  "molar_mass_g_mol": 241.0,
  "species": ["H", "C", "C", "O", "C", "O", "H", "H", "H", "H", "Eu", "O"],
  "positions_angstrom": [[0.4861, -1.2989, -1.5044], [0.7288, -0.7476, 0.0286], [-0.3872, -1.5158, -0.5885], [-0.7664, 0.2240, 0.2437], [-0.4693, 1.4426, 0.4472], [-1.4858, 2.0928, 0.9526], [1.0216, -1.2764, 0.9561], [-1.2168, -1.7540, 0.0900], [-1.2874, 3.0375, 0.9644], [-0.1125, -2.5738, -0.7091], [1.8160, 2.2607, -0.5364], [1.6729, 0.1090, -0.3443]]
}



{
  "formula": "C3H5F",
  "method": "ωB97M-V/def2-TZVPD",
  "gap_ev": 11.06,
  "e_above_lowest_kj_mol": 208.99,
  "spin_multiplicity": 1,
  "e_homo_ev": -10.63,
  "total_energy_ev": -5906.465,
  "lumo_ev": 0.43,
  "molar_mass_g_mol": 60.1,
  "species": ["C", "C", "C", "F", "H", "H", "H", "H", "H"],
  "positions_angstrom": [[0.0866, -0.8322, -1.2117], [0.1602, 0.0341, -0.2360], [-0.2673, 0.3552, 1.0443], [1.5536, 1.2787, -0.4272], [0.5234, -0.5692, -2.1063], [-0.7839, -1.5251, -1.3936], [-0.1523, 1.4493, 1.2616], [-1.2855, 0.1471, 1.2408], [0.1651, -0.3378, 1.8282]]
}



{
  "formula": "C3H5F",
  "method": "ωB97M-V/def2-TZVPD",
  "gap_ev": 9.58,
  "e_above_lowest_kj_mol": 248.52,
  "spin_multiplicity": 1,
  "e_homo_ev": -8.67,
  "total_energy_ev": -5906.055,
  "smiles": "C/C=C\\F",
  "lumo_ev": 0.91,
  "molar_mass_g_mol": 60.1,
  "species": ["C", "C", "C", "F", "H", "H", "H", "H", "H"],
  "positions_angstrom": [[1.1042, -0.3719, 0.2495], [-0.2251, 0.0675, 0.5087], [-1.1329, 0.3220, -0.5629], [-0.9746, 0.9485, -1.6537], [1.3858, -0.3655, -0.8187], [1.3648, -1.5014, 0.5098], [1.6524, 0.5080, 0.8175], [-1.0830, -0.0155, 1.3952], [-2.0917, 0.4082, -0.4453]]
}



{
  "formula": "C3H5F",
  "method": "ωB97M-V/def2-TZVPD",
  "gap_ev": [7.29, 6.73],
  "e_above_lowest_kj_mol": 139.21,
  "spin_multiplicity": 3,
  "e_homo_ev": [-6.44, -10.25],
  "total_energy_ev": -5902.214,
  "lumo_ev": [0.86, -3.53],
  "molar_mass_g_mol": 60.1,
  "species": ["C", "C", "C", "F", "H", "H", "H", "H", "H"],
  "positions_angstrom": [[1.0928, -0.0310, 0.9637], [0.2586, 0.0136, -0.0319], [-1.1675, -0.0587, -0.3795], [1.3176, 0.2048, -1.5925], [2.1438, -0.0658, 0.6627], [0.6948, -0.1296, 1.8796], [-1.3314, -0.6010, -1.3107], [-1.6565, -0.2394, 0.5039], [-1.3523, 0.9073, -0.6951]]
}



{
  "formula": "C3H5F2IO2S",
  "method": "ωB97M-V/def2-TZVPD",
  "gap_ev": 9.30,
  "e_above_lowest_kj_mol": 42.04,
  "spin_multiplicity": 1,
  "e_homo_ev": -10.16,
  "total_energy_ev": -31656.497,
  "lumo_ev": -0.87,
  "molar_mass_g_mol": 270.0,
  "species": ["C", "C", "C", "O", "O", "F", "F", "S", "I", "H", "H", "H", "H", "H"],
  "positions_angstrom": [[-0.8698, -0.8312, 0.8621], [-0.6521, -0.6596, -0.6927], [-0.7718, 0.9374, -0.8587], [2.4602, -0.1940, -0.5395], [2.7290, -0.0483, 1.8612], [-2.0426, 1.2424, -0.8677], [-0.3923, 1.4259, -2.1065], [2.9503, 0.5601, 0.5994], [0.4241, 2.1982, 0.5654], [-0.9291, -1.8833, 1.1768], [-1.7546, -0.1867, 1.1530], [0.1231, -0.4631, 1.3166], [-1.5153, -1.1609, -1.1467], [0.2409, -0.9368, -1.3228]]
}



{
  "formula": "C3H5F2NOS",
  "method": "ωB97M-V/def2-TZVPD",
  "gap_ev": 10.24,
  "e_above_lowest_kj_mol": 13.27,
  "spin_multiplicity": 1,
  "e_homo_ev": -9.44,
  "total_energy_ev": -22999.416,
  "smiles": "O=CNSCC(F)F",
  "lumo_ev": 0.80,
  "molar_mass_g_mol": 141.1,
  "species": ["O", "C", "N", "S", "C", "C", "F", "F", "H", "H", "H", "H", "H"],
  "positions_angstrom": [[-1.1266, -1.2331, -1.7527], [0.0576, -1.5484, -1.5133], [0.6291, -1.6422, -0.2820], [-0.2572, -1.1489, 1.0207], [-0.8753, 0.5050, 0.6418], [0.2002, 1.5392, 0.8539], [1.2710, 1.2431, -0.0476], [0.7312, 1.5037, 2.1021], [0.7683, -1.6996, -2.4235], [1.5583, -1.2176, -0.2548], [-1.6947, 0.6344, 1.3436], [-1.1643, 0.4839, -0.3948], [-0.0977, 2.5806, 0.7065]]
}